(1)
This record from the OMol25 dataset describes 9 unconnected molecules or ions with the total composition C54H66O12. The level of theory is ωB97M-V with the def2-TZVPD basis set.

XYZ file:
```
132
C54H66O12, DFT ωB97M-V with the def2-TZVPD basis set
O 3.8020 -0.4399 -1.1498
C 4.1481 -1.2455 -2.0116
C 3.1750 -1.9235 -2.9744
C 3.6662 -2.6575 -3.9868
C 5.1656 -2.8370 -4.1358
O 5.6283 -3.4413 -5.0444
C 6.0670 -2.2070 -3.2147
C 5.6334 -1.4103 -2.1996
H 2.1632 -1.6293 -2.8044
H 3.0696 -3.1655 -4.7357
H 7.1236 -2.4103 -3.3961
H 6.2936 -0.9152 -1.4790
O 1.7322 1.6344 5.4881
C 1.4877 2.8180 5.6314
C 1.0924 3.3193 6.9225
C 0.5240 4.5430 7.1214
C 0.1645 5.4244 5.9463
O -0.5094 6.3999 6.0969
C 0.6091 4.9080 4.5905
C 1.3387 3.7789 4.5057
H 1.3986 2.6282 7.7103
H 0.2390 4.7851 8.1048
H 0.5258 5.5734 3.7794
H 1.6698 3.4337 3.5753
O 1.0892 -8.1190 3.4766
C 1.1155 -6.9482 3.0387
C 0.2092 -6.5041 1.9515
C 0.0451 -5.1993 1.6326
C 0.9652 -4.1873 2.2906
O 0.7560 -3.0024 2.1351
C 2.0593 -4.6668 3.1531
C 2.0039 -5.9128 3.6410
H -0.2790 -7.3097 1.4418
H -0.6665 -4.7644 0.9370
H 2.7491 -3.8876 3.5006
H 2.5889 -6.2906 4.5216
O 0.2661 -5.6174 -3.4520
C 1.1989 -5.4414 -2.6831
C 1.2753 -4.2637 -1.8490
C 2.1835 -4.2277 -0.8946
C 3.3064 -5.2418 -0.7477
O 4.1580 -5.1098 0.0935
C 3.2819 -6.3907 -1.7299
C 2.2950 -6.4280 -2.6665
H 0.4829 -3.4950 -1.8913
H 2.3146 -3.4108 -0.1990
H 4.0980 -7.1149 -1.6992
H 2.3131 -7.0362 -3.5500
O 2.8667 5.5346 -1.8929
C 3.2241 4.8506 -0.9567
C 3.5736 5.4189 0.3730
C 4.0231 4.6635 1.3750
C 4.0511 3.1576 1.2917
O 4.1681 2.4283 2.2635
C 3.8966 2.6315 -0.1043
C 3.4593 3.4341 -1.0718
H 3.6607 6.4788 0.3971
H 4.2625 5.1058 2.3345
H 4.1159 1.5531 -0.2911
H 3.4330 2.9423 -2.0586
O 0.5364 -1.0689 -1.2844
C 0.6154 0.0437 -0.7823
C 0.4527 1.2557 -1.6404
C 0.4778 2.5135 -1.1797
C 0.6255 2.7618 0.2776
O 0.7714 3.8825 0.7138
C 0.8183 1.5562 1.1617
C 0.7964 0.3078 0.6574
H 0.4244 0.9728 -2.6796
H 0.3457 3.3835 -1.8495
H 0.9601 1.8455 2.1878
H 1.1241 -0.5396 1.3206
C -3.8614 1.7592 -2.8027
C -3.5179 0.7772 -3.9510
C -2.0839 0.2335 -3.9253
C -1.7102 -0.9454 -4.8103
C -0.2746 -1.4342 -4.6005
C -0.0062 -2.8860 -5.1677
H -4.9004 2.0656 -2.8060
H -3.2127 2.6734 -2.7361
H -3.7263 1.1661 -1.8567
H -4.2346 -0.0133 -3.7539
H -3.7315 1.0906 -5.0098
H -1.7516 0.0083 -2.8717
H -1.3936 1.0980 -4.0895
H -2.3658 -1.8313 -4.5752
H -1.8310 -0.7377 -5.8474
H 0.2876 -0.6588 -5.0991
H 0.0366 -1.5211 -3.5460
H 0.9946 -3.1436 -5.0976
H -0.6151 -3.5779 -4.5326
H -0.2721 -2.9928 -6.2255
C -2.7352 5.5091 -1.2329
C -2.6664 4.3459 -0.2602
C -2.8424 4.8432 1.1706
C -2.6134 3.7375 2.1283
C -2.6860 4.0852 3.6166
C -2.1633 2.9538 4.6004
H -2.6751 5.2208 -2.3484
H -1.9054 6.1343 -1.0783
H -3.6477 6.0857 -1.1357
H -3.5012 3.6656 -0.5174
H -1.7511 3.7524 -0.3984
H -3.8092 5.2042 1.4646
H -2.1845 5.6538 1.3626
H -3.2834 2.9277 1.9399
H -1.6406 3.3369 1.8687
H -2.1035 4.9492 3.7967
H -3.7065 4.2403 3.9722
H -1.5503 3.3411 5.4474
H -2.9754 2.3960 5.0450
H -1.5119 2.1950 4.2477
C -3.9762 -4.1173 -1.3376
C -3.2111 -2.7073 -1.3176
C -3.3536 -2.2427 0.1413
C -2.7383 -0.8517 0.3630
C -2.7813 -0.4240 1.8880
C -4.1249 -0.0708 2.5015
H -4.2818 -4.2303 -2.3406
H -4.8176 -4.1995 -0.7051
H -3.3363 -4.9053 -1.0967
H -2.1222 -2.7324 -1.4618
H -3.6278 -1.9948 -1.9750
H -2.9176 -3.0634 0.7560
H -4.4361 -2.1863 0.5116
H -1.6189 -0.8249 0.2229
H -3.2972 -0.1149 -0.2860
H -2.2759 -1.1572 2.4660
H -2.1812 0.4642 1.9947
H -4.0465 0.0426 3.5903
H -4.5529 0.8891 2.0243
H -4.8811 -0.7885 2.3219
```

Relative energy (zero: lowest compared OMol25 entry of this formula, charge and spin)   491.4 kJ/mol
Calculated total energy   -81629.4487 eV
Largest force on an atom   3.51 eV/A
Orbital gap   8.36 eV
Lowest unoccupied orbital energy   -1.82 eV
SMILES   O=C1C=CC(=O)C=C1.O=C1C=CC(=O)C=C1.O=C1C=CC(=O)C=C1.O=C1C=CC(=O)C=C1.O=C1C=CC(=O)C=C1.O=C1C=CC(=O)C=C1.CCCCCC.CCCCCC.CCCCCC
E_HOMO   -0.3742 Ha

(2)
This record from the OMol25 dataset describes a molecular structure, C54H69AsBrN4O5PS2Ti. The level of theory is ωB97M-V with the def2-TZVPD basis set.

XYZ file:
```
138
C54H69AsBrN4O5PS2Ti, DFT ωB97M-V with the def2-TZVPD basis set
Ti -0.1391 1.1006 -0.0957
O 3.9167 1.8503 -0.8403
C 3.9259 1.0964 -1.9625
C 4.7405 1.5534 -2.9966
C 4.8187 0.8638 -4.1923
C 4.0821 -0.2981 -4.3834
C 3.2571 -0.7411 -3.3652
C 3.1589 -0.0592 -2.1516
C 2.1897 -0.6403 -1.1558
O 1.1131 0.2727 -0.9063
N 2.7235 -1.0973 0.0907
N 3.0353 -0.1332 0.9773
C 3.2621 -0.4489 2.1863
C 3.5615 0.5608 3.1944
Br 3.4042 2.3675 2.6416
C 3.8548 0.2988 4.4683
C 3.9876 -1.0573 5.0435
C 3.2505 -1.3900 6.1794
C 3.3457 -2.6545 6.7372
C 4.1899 -3.6025 6.1742
C 4.9424 -3.2749 5.0559
C 4.8450 -2.0094 4.4959
H 3.5152 1.3708 -0.0897
H 5.3082 2.4591 -2.8287
H 5.4606 1.2376 -4.9804
H 4.1328 -0.8421 -5.3168
H 2.6462 -1.6244 -3.5169
H 1.7157 -1.4948 -1.6354
H 2.3776 -1.9830 0.4380
H 3.2085 -1.4815 2.5268
H 3.9778 1.1338 5.1494
H 2.5879 -0.6533 6.6188
H 2.7612 -2.9006 7.6142
H 4.2679 -4.5891 6.6118
H 5.6156 -4.0030 4.6221
H 5.4509 -1.7469 3.6371
C -3.1775 3.4341 -0.3827
C -3.5529 1.9689 -0.6285
C -3.9068 1.2796 0.6864
P -2.2450 1.1367 -1.6517
C -2.2680 2.2109 -3.1759
C -3.7014 2.5958 -3.5645
C -1.6769 1.4775 -4.3692
C -2.8295 -0.4616 -2.2076
C -4.1975 -0.7616 -2.0919
C -4.7528 -1.9440 -2.5212
C -6.2218 -2.2395 -2.3826
C -3.8732 -2.8669 -3.1200
C -2.5352 -2.6241 -3.2540
C -1.9087 -1.4208 -2.7727
N -0.5979 -1.1927 -2.8441
C 0.2385 -2.1513 -3.4613
C 0.7910 -1.9167 -4.7349
C 0.4299 -0.6922 -5.5210
C 1.6965 -2.8171 -5.2901
C 2.1008 -3.9671 -4.6327
C 3.0992 -4.9162 -5.2396
C 1.5347 -4.2131 -3.3892
C 0.6143 -3.3483 -2.8093
C 0.0074 -3.7176 -1.4900
H -3.8919 3.8739 0.3170
H -3.1894 4.0345 -1.2901
H -2.1849 3.5375 0.0508
H -4.4402 1.9483 -1.2643
H -3.0849 1.3133 1.4029
H -4.1642 0.2313 0.5525
H -4.7596 1.8001 1.1310
H -1.6902 3.1081 -2.9358
H -4.3221 1.7026 -3.6681
H -3.6669 3.0843 -4.5405
H -4.1858 3.2823 -2.8749
H -2.3247 0.6427 -4.6358
H -0.7015 1.0685 -4.1768
H -1.6237 2.1573 -5.2236
H -4.8654 -0.0313 -1.6503
H -6.7500 -1.3899 -1.9467
H -6.4044 -3.1046 -1.7388
H -6.6867 -2.4554 -3.3479
H -4.2724 -3.8058 -3.4945
H -1.9038 -3.3665 -3.7266
H 0.7724 0.2084 -5.0161
H -0.6500 -0.6040 -5.6458
H 0.8922 -0.7235 -6.5081
H 2.1055 -2.5976 -6.2720
H 3.4370 -4.5589 -6.2124
H 2.6686 -5.9099 -5.3801
H 3.9785 -5.0303 -4.6020
H 1.8079 -5.1157 -2.8496
H 0.5061 -4.5926 -1.0670
H -1.0584 -3.9414 -1.5936
H 0.0450 -2.8935 -0.7785
C -0.3226 4.2227 1.6524
C 0.2804 4.1336 0.2932
C 0.8142 5.1735 -0.3958
C 1.2390 4.6867 -1.6658
C 0.9656 3.3599 -1.7127
C 1.2818 2.4555 -2.8584
N 0.3592 2.9650 -0.5021
H -1.1278 3.5139 1.7861
H 0.4043 4.0524 2.4510
H -0.7470 5.2183 1.7906
H 0.8795 6.1861 -0.0283
H 1.7052 5.2488 -2.4602
H 0.8425 2.8500 -3.7744
H 0.9217 1.4398 -2.7253
H 2.3629 2.3963 -3.0116
C -0.1508 5.2571 6.9535
C -0.2654 4.0973 6.0044
C 0.7789 3.1980 5.8382
C 0.6726 2.1347 4.9502
C -0.4897 1.9830 4.2190
C -1.5632 2.8510 4.3895
C -1.4399 3.9041 5.2716
S -0.6537 0.5939 3.1585
O -1.9709 0.0714 3.3845
O 0.4793 -0.2669 3.3397
O -0.5811 1.1852 1.7204
H 0.7988 5.2407 7.4858
H -0.9554 5.2395 7.6900
H -0.2217 6.2040 6.4158
H 1.6917 3.3279 6.4074
H 1.4852 1.4365 4.8088
H -2.4828 2.6957 3.8398
H -2.2678 4.5909 5.4020
C -3.8682 -2.2680 3.0616
As -2.2352 -2.6880 2.1328
C -0.9194 -2.9376 3.5221
C -2.5200 -4.4794 1.4735
S -1.8876 -1.4693 0.4695
H -4.0856 -3.0616 3.7763
H -4.6633 -2.2021 2.3211
H -3.7540 -1.3135 3.5689
H -1.1594 -3.8760 4.0213
H -0.9517 -2.1077 4.2238
H 0.0709 -2.9883 3.0746
H -3.0875 -5.0634 2.1979
H -1.5534 -4.9485 1.2963
H -3.0604 -4.4086 0.5316
```

Relative energy (zero: lowest compared OMol25 entry of this formula, charge and spin)   79.9 kJ/mol
Calculated total energy   -258273.3937 eV
Largest force on an atom   1.16 eV/A
Orbital gap   5.33 eV
Lowest unoccupied orbital energy   -0.63 eV
E_HOMO   -0.2188 Ha

(3)
This record from the OMol25 dataset describes a molecular structure, C54H69AuO4P. The level of theory is ωB97M-V with the def2-TZVPD basis set.

XYZ file:
```
129
C54H69AuO4P, DFT ωB97M-V with the def2-TZVPD basis set
Au 0.9871 0.2882 0.3857
C 1.4802 -3.2139 0.5847
O 0.6498 -2.2414 -0.0505
C -0.4777 -2.7645 -0.6680
C -1.5823 -3.1352 0.0995
C -1.7167 -2.7503 1.5633
C -2.6672 -1.5868 1.6887
C -4.0256 -1.7763 1.7107
C -4.9264 -0.7021 1.7151
C -4.4077 0.6133 1.6707
C -3.0711 0.8846 1.6431
C -2.5639 2.2986 1.4775
C -2.5673 2.6794 0.0061
C -3.7782 2.8985 -0.6535
C -3.8494 3.1342 -2.0175
C -2.6498 3.1256 -2.7275
C -1.4248 2.9079 -2.1203
C -0.1891 2.7346 -2.9874
C -0.2505 1.3871 -3.6610
C -0.9604 1.2126 -4.8215
C -1.1280 -0.0464 -5.4141
C -0.5515 -1.1685 -4.7755
C 0.1567 -1.0808 -3.6132
C 0.6406 -2.3204 -2.9032
C -0.4746 -2.8980 -2.0483
C -1.5707 -3.5161 -2.6501
C -2.6581 -3.9732 -1.9214
C -2.6392 -3.7594 -0.5441
C -3.8779 -4.6344 -2.5643
C -3.7221 -4.7738 -4.0761
C -5.1100 -3.7605 -2.2866
C -4.0943 -6.0254 -1.9595
C 0.3976 0.2401 -3.0414
O 1.1917 0.4070 -2.0872
C -1.9422 -0.2526 -6.6830
C -2.5203 1.0546 -7.2194
C -3.1062 -1.2061 -6.3681
C -1.0529 -0.8863 -7.7623
C -1.3962 2.7390 -0.7351
O -0.1843 2.6163 -0.0819
C 0.6122 3.8070 -0.0467
C -5.1637 3.3584 -2.7656
C -5.3167 2.2611 -3.8304
C -5.1416 4.7268 -3.4559
C -6.3729 3.2965 -1.8372
C -2.1370 -0.2318 1.7370
O -0.9160 -0.0360 1.9384
C -6.4367 -0.8949 1.7369
C -7.0379 -0.2317 0.4875
C -6.8341 -2.3691 1.7366
C -7.0082 -0.2276 2.9962
H 1.4917 -4.1357 0.0012
H 1.1303 -3.4259 1.5969
H 2.4841 -2.7952 0.6246
H -0.7549 -2.4865 1.9948
H -2.1262 -3.5934 2.1232
H -4.4108 -2.7861 1.7259
H -5.1069 1.4391 1.6677
H -1.5622 2.3967 1.8895
H -3.2298 2.9643 2.0300
H -4.6874 2.8882 -0.0689
H -2.6655 3.2821 -3.7992
H 0.7269 2.8313 -2.4107
H -0.1830 3.5026 -3.7635
H -1.4079 2.0780 -5.2899
H -0.6849 -2.1419 -5.2308
H 1.5083 -2.0915 -2.2895
H 0.9368 -3.0532 -3.6561
H -1.5586 -3.6427 -3.7239
H -3.4868 -4.0756 0.0517
H -3.6261 -3.7999 -4.5609
H -4.6057 -5.2599 -4.4921
H -2.8546 -5.3796 -4.3454
H -4.9749 -2.7548 -2.6915
H -5.3030 -3.6687 -1.2167
H -5.9990 -4.1980 -2.7459
H -3.2294 -6.6692 -2.1281
H -4.9658 -6.5014 -2.4128
H -4.2676 -5.9737 -0.8836
H -3.2007 1.5214 -6.5039
H -3.0901 0.8524 -8.1270
H -1.7413 1.7749 -7.4758
H -3.7552 -0.8019 -5.5882
H -2.7515 -2.1842 -6.0420
H -3.7087 -1.3578 -7.2657
H -0.1940 -0.2555 -7.9962
H -1.6328 -1.0222 -8.6767
H -0.6821 -1.8651 -7.4570
H 0.2815 4.5056 -0.8158
H 1.6469 3.5216 -0.2328
H 0.5320 4.2679 0.9374
H -4.5016 2.2909 -4.5552
H -6.2512 2.3959 -4.3791
H -5.3257 1.2686 -3.3740
H -4.3196 4.7967 -4.1701
H -5.0263 5.5345 -2.7314
H -6.0730 4.8870 -4.0019
H -6.4632 2.3209 -1.3560
H -7.2828 3.4612 -2.4164
H -6.3351 4.0616 -1.0594
H -6.6377 -0.6762 -0.4265
H -6.8405 0.8393 0.4567
H -8.1212 -0.3665 0.4855
H -6.4682 -2.8880 0.8486
H -7.9219 -2.4476 1.7369
H -6.4670 -2.8944 2.6201
H -6.7991 0.8422 3.0202
H -6.5949 -0.6737 3.9020
H -8.0918 -0.3554 3.0181
C 3.6600 -0.3740 2.6831
P 2.9546 0.8135 1.5069
C 4.3491 1.1912 0.4128
C 2.6764 2.3036 2.5132
C 1.4877 2.3793 3.2390
C 1.2258 3.4715 4.0505
C 2.1378 4.5168 4.1238
C 3.3177 4.4554 3.3967
C 3.5916 3.3488 2.6036
H 4.5343 0.0609 3.1693
H 3.9498 -1.2903 2.1694
H 2.9147 -0.6196 3.4389
H 5.2218 1.5553 0.9538
H 4.0461 1.9182 -0.3394
H 4.6241 0.2705 -0.1035
H 0.7524 1.5848 3.1504
H 0.3063 3.5127 4.6198
H 1.9275 5.3773 4.7448
H 4.0319 5.2662 3.4496
H 4.5201 3.3215 2.0496
```

Calculated total energy   -78284.5982 eV
Spin multiplicity   3
Largest force on an atom   1.03 eV/A
Orbital gap (spin up / spin down)   8.84 / 6.45 eV
Lowest unoccupied orbital energy (spin up / spin down)   -1.44 / -4.12 eV
Total charge   +1
E_HOMO (spin up / spin down)   -0.3781 / -0.3886 Ha